C15H17NO4 | ωB97M-V/def2-TZVPD

Geometry as XYZ:
```
37
Properties=species:S:1:pos:R:3:forces:R:3:lowdin_charge:R:1
C -0.5086 -3.1540 -1.7280 -0.1 0.2 0.0 -0.092
C -1.4586 -1.9841 -1.5047 0.0 -0.1 0.0 -0.236
C -2.2100 -2.0946 -0.1716 0.0 -0.1 -0.1 -0.109
C -1.2493 -2.2346 0.9889 -0.5 0.1 -0.1 -0.473
O -1.1370 -3.2512 1.6322 0.1 -0.3 0.0 0.085
N -0.4298 -1.1628 1.2647 0.6 0.0 0.5 0.169
C -0.4154 0.0965 0.7062 0.9 0.6 -0.5 -0.119
C 0.7147 0.7408 0.2373 -0.9 -0.7 0.4 -0.084
C 2.0774 0.2264 0.2540 0.1 -0.1 0.0 -0.419
O 2.3598 -0.8422 0.7575 0.0 0.2 0.0 0.111
O 2.9480 1.0433 -0.3383 -0.4 0.2 0.0 0.024
C 4.3148 0.6313 -0.3458 0.6 -0.3 0.1 -0.209
C 5.0122 0.9974 0.9566 -0.3 0.0 -0.2 -0.058
H 4.9214 2.0646 1.1444 0.0 0.1 0.0 0.079
H 4.5644 0.4524 1.7841 0.0 0.0 0.1 0.076
H 6.0642 0.7353 0.8917 0.1 0.0 0.0 0.078
H 4.7615 1.1547 -1.1934 -0.1 -0.1 0.1 0.125
H 4.3584 -0.4510 -0.5070 0.0 0.2 -0.1 0.123
O 0.4269 1.9923 -0.2242 0.3 0.3 -0.1 0.128
C -0.8940 2.1743 -0.0374 -0.8 -0.6 0.3 -0.192
C -1.6266 3.3149 -0.3381 0.3 0.0 -0.1 0.013
C -2.9637 3.3126 -0.0030 0.1 0.0 0.0 -0.075
C -3.5536 2.2181 0.6358 -0.1 -0.1 0.1 -0.080
C -2.8336 1.0816 0.9258 0.1 0.0 0.0 -0.022
C -1.4867 1.0397 0.5584 0.2 0.5 -0.3 -0.085
H -3.2887 0.2578 1.4538 -0.1 -0.1 0.0 0.115
H -4.5952 2.2731 0.9133 -0.1 0.0 0.0 0.104
H -3.5660 4.1815 -0.2196 0.0 0.1 0.0 0.105
H -1.1534 4.1640 -0.8034 0.0 0.1 -0.1 0.119
H 0.4355 -1.4201 1.7338 -0.2 -0.1 -0.1 0.152
H -2.8510 -1.2241 -0.0487 -0.1 0.0 0.0 0.089
H -2.8315 -2.9917 -0.1775 0.0 0.1 0.1 0.125
H -0.8971 -1.0478 -1.5365 -0.1 0.0 -0.1 0.098
H -2.1964 -1.9526 -2.3098 0.0 0.1 0.0 0.111
H 0.2779 -3.1607 -0.9769 0.1 -0.1 0.1 0.074
H -0.0454 -3.0839 -2.7096 0.1 0.0 -0.1 0.072
H -1.0457 -4.0974 -1.6650 0.0 -0.1 0.0 0.080
```
Forces are in eV/Å.

Computed properties:
* calculated total energy: -937.5371 hartree
* ΔE to the lowest compared entry with this formula, charge and spin: 26.5 kcal per mole
* multiplicity: 1
* Kohn-Sham gap: 8.5 eV